No. 1
ORCA calculation (wB97M-V/def2-TZVPD) on a structure of composition C41H104CoF8N2O21S4.

Its expectation value of S² is 3.765. The HOMO energy (alpha / beta) is -9.68 / -9.68 eV. Its lowest unoccupied orbital energy (alpha / beta) is -3.457 / -7.076 eV. Its HOMO-LUMO gap (alpha / beta) is 6.227 / 2.608 eV. The spin multiplicity is 4.

Geometry (Å):
Co 0.301 -3.651 -0.400
N -0.421 -6.125 -2.636
S -0.347 -7.697 -2.813
O 0.857 -8.239 -3.456
O -1.602 -8.415 -2.962
F -0.042 -7.947 -1.225
S -0.723 -5.984 -4.326
O -2.058 -6.303 -4.756
O 0.372 -6.144 -5.248
F -0.855 -4.407 -4.208
C -0.132 0.585 2.794
F -1.450 0.604 2.689
F 0.323 1.533 3.575
F 0.282 -0.559 3.214
S 0.656 0.844 1.027
O 0.707 2.289 0.760
O 2.052 0.252 1.105
N -0.294 -0.222 -0.046
S -1.475 0.727 -0.624
O -2.500 -0.020 -1.318
O -1.921 1.693 0.350
C -0.639 1.694 -2.107
F -0.780 1.006 -3.267
F -1.129 2.954 -2.179
F 0.668 1.887 -1.892
C -8.042 -5.822 -4.268
C -8.010 -4.743 -5.381
C -7.791 -3.267 -4.960
O -6.945 -5.075 -6.147
H -8.306 -6.774 -4.729
H -8.723 -5.562 -3.458
H -7.064 -5.948 -3.803
H -8.937 -4.747 -5.954
H -8.672 -3.008 -4.372
H -7.852 -2.585 -5.808
H -6.872 -3.242 -4.374
H -6.177 -5.123 -5.573
C -2.207 -6.351 7.703
C -0.817 -5.854 7.341
C 0.179 -6.447 8.313
O -0.441 -6.247 6.042
H -2.358 -7.426 7.603
H -2.924 -5.827 7.071
H -2.428 -6.069 8.732
H -0.858 -4.777 7.506
H 1.148 -5.984 8.126
H 0.230 -7.525 8.160
H -0.132 -6.276 9.344
H -0.479 -7.203 5.966
C 0.771 7.999 -5.988
C -0.134 9.058 -5.395
C -1.004 8.541 -4.304
O 0.622 10.100 -4.863
H 1.292 7.557 -5.139
H 1.393 8.314 -6.825
H 0.170 7.157 -6.329
H -0.706 9.447 -6.237
H -0.405 8.087 -3.515
H -1.754 7.803 -4.587
H -1.574 9.305 -3.775
H 1.500 10.142 -5.250
C 4.596 -4.601 3.755
C 4.092 -5.223 2.420
C 4.443 -6.691 2.491
O 2.706 -5.029 2.284
H 4.199 -5.161 4.602
H 4.242 -3.577 3.873
H 5.675 -4.475 3.849
H 4.680 -4.838 1.587
H 5.497 -6.840 2.726
H 4.181 -7.086 1.510
H 3.906 -7.132 3.331
H 2.302 -5.565 2.971
C 4.056 7.036 -0.666
C 5.450 6.441 -0.358
C 5.738 5.209 -1.230
O 6.370 7.458 -0.595
H 3.723 7.746 0.091
H 3.273 6.278 -0.639
H 4.100 7.511 -1.646
H 5.660 6.100 0.656
H 4.947 4.470 -1.358
H 6.579 4.633 -0.843
H 6.004 5.633 -2.198
H 6.266 8.169 0.042
C -4.431 -0.424 8.800
C -4.395 0.037 10.275
C -5.708 0.377 10.924
O -3.789 -0.987 11.048
H -5.289 -1.080 8.650
H -3.513 -0.901 8.457
H -4.618 0.419 8.136
H -3.743 0.910 10.293
H -5.700 0.389 12.014
H -6.504 -0.294 10.600
H -6.111 1.353 10.655
H -4.345 -1.764 10.953
C -4.264 1.808 -8.685
C -4.492 2.994 -9.685
C -3.536 4.194 -9.383
O -4.168 2.591 -11.012
H -3.238 1.464 -8.559
H -4.862 0.941 -8.968
H -4.602 2.151 -7.707
H -5.519 3.353 -9.628
H -2.479 3.931 -9.343
H -3.814 4.613 -8.415
H -3.560 4.977 -10.141
H -4.694 1.807 -11.189
C 3.372 -1.084 10.606
C 4.248 -0.315 9.565
C 4.825 0.948 10.197
O 5.343 -1.144 9.181
H 2.721 -0.310 11.014
H 3.919 -1.535 11.434
H 2.729 -1.844 10.163
H 3.626 -0.056 8.708
H 5.118 1.654 9.420
H 5.729 0.796 10.787
H 4.122 1.428 10.877
H 5.868 -0.647 8.550
C -5.982 5.741 -1.773
C -6.635 5.429 -3.076
C -7.368 4.095 -3.084
O -7.582 6.430 -3.209
H -5.518 6.726 -1.810
H -5.240 5.017 -1.434
H -6.681 5.910 -0.954
H -5.911 5.497 -3.888
H -7.785 4.053 -4.091
H -8.115 3.968 -2.300
H -6.659 3.266 -3.080
H -7.111 7.266 -3.242
C -4.414 -6.235 1.798
C -4.200 -4.815 1.200
C -5.245 -3.810 1.697
O -2.962 -4.374 1.620
H -5.361 -6.698 1.521
H -4.530 -6.138 2.877
H -3.569 -6.888 1.577
H -4.225 -4.956 0.120
H -5.435 -4.006 2.752
H -6.194 -3.996 1.194
H -5.027 -2.745 1.627
H -2.887 -4.567 2.558
C 2.637 2.198 -8.236
C 3.674 3.315 -8.537
C 4.733 3.579 -7.465
O 4.305 2.836 -9.733
H 1.803 2.311 -8.929
H 2.258 2.313 -7.221
H 3.084 1.221 -8.424
H 3.294 4.317 -8.739
H 4.340 4.063 -6.571
H 5.498 4.283 -7.792
H 5.183 2.640 -7.140
H 5.257 2.942 -9.682
C 5.678 -1.855 -2.584
C 4.169 -1.708 -2.908
C 3.897 -1.693 -4.480
O 3.459 -2.839 -2.454
H 6.134 -0.983 -3.053
H 6.164 -2.743 -2.988
H 5.851 -1.807 -1.509
H 3.876 -0.839 -2.319
H 4.527 -1.014 -5.054
H 2.837 -1.549 -4.688
H 4.117 -2.679 -4.890
H 3.865 -3.605 -2.866
C 6.295 2.119 4.474
C 7.544 1.220 4.350
C 8.695 1.889 3.673
O 7.906 0.872 5.644
H 6.529 3.056 4.980
H 5.524 1.591 5.034
H 5.938 2.289 3.458
H 7.283 0.274 3.875
H 9.486 1.162 3.486
H 9.119 2.721 4.235
H 8.429 2.274 2.689
H 8.771 0.458 5.594

No. 2
ORCA calculation (wB97M-V/def2-TZVPD) on a cluster of 13 separate species, C41H112N4O13 in total.

The HOMO energy is -8.47 eV. Its lowest unoccupied orbital energy is 0.389 eV. Its HOMO-LUMO gap is 8.863 eV.

Geometry (Å):
C -2.996 3.316 3.328
C -4.251 3.002 2.565
C -4.054 3.000 1.068
O -4.737 1.734 2.959
H -2.321 2.478 3.144
H -3.191 3.440 4.395
H -2.487 4.238 3.045
H -5.004 3.761 2.794
H -3.392 3.822 0.794
H -5.013 3.123 0.564
H -3.603 2.103 0.639
H -4.731 1.674 3.920
C -5.336 -0.855 0.470
C -4.665 -1.437 1.714
C -3.161 -1.159 1.763
O -5.291 -1.018 2.921
H -6.355 -1.210 0.316
H -4.792 -1.138 -0.433
H -5.319 0.237 0.477
H -4.780 -2.516 1.593
H -2.609 -1.556 0.910
H -2.763 -1.619 2.669
H -2.954 -0.091 1.858
H -5.104 -0.076 3.031
C 4.422 -0.442 3.870
C 5.471 -1.458 4.371
C 5.104 -2.105 5.702
O 5.643 -2.443 3.369
H 3.468 -0.951 3.713
H 4.729 0.044 2.945
H 4.247 0.341 4.610
H 6.393 -0.887 4.487
H 5.028 -1.412 6.542
H 5.828 -2.850 6.033
H 4.122 -2.564 5.567
H 4.983 -3.145 3.475
C 1.312 -2.020 -4.836
C 0.687 -1.785 -3.482
C -0.590 -2.551 -3.296
O 1.689 -2.157 -2.520
H 1.502 -3.078 -5.026
H 2.236 -1.447 -4.888
H 0.583 -1.786 -5.614
H 0.455 -0.724 -3.352
H -1.070 -2.215 -2.375
H -0.418 -3.624 -3.204
H -1.209 -2.346 -4.170
H 1.277 -2.044 -1.643
C 2.073 6.934 0.533
C 1.657 5.477 0.243
C 0.772 4.944 1.374
O 1.006 5.476 -1.028
H 1.264 7.664 0.606
H 2.746 7.354 -0.214
H 2.537 6.964 1.521
H 2.561 4.876 0.151
H 0.747 3.854 1.385
H -0.239 5.313 1.195
H 1.091 5.181 2.389
H 0.140 5.878 -0.911
C -2.263 4.725 -1.092
C -2.238 6.187 -1.572
C -3.214 6.350 -2.744
O -2.619 7.028 -0.508
H -2.108 3.993 -1.887
H -3.267 4.421 -0.780
H -1.629 4.468 -0.243
H -1.210 6.439 -1.835
H -2.904 5.746 -3.597
H -3.203 7.381 -3.097
H -4.222 6.066 -2.439
H -3.581 7.044 -0.510
C -3.375 -0.392 -1.862
C -3.198 1.090 -2.168
C -2.030 1.276 -3.180
O -4.361 1.481 -2.868
H -2.552 -0.733 -1.226
H -3.354 -1.055 -2.725
H -4.283 -0.576 -1.286
H -3.112 1.682 -1.254
H -1.104 1.246 -2.600
H -1.982 2.255 -3.656
H -1.966 0.506 -3.948
H -5.051 1.467 -2.198
C 5.469 -1.290 -1.320
C 5.029 -1.172 -2.750
C 4.775 -2.536 -3.395
O 3.818 -0.401 -2.749
H 4.911 -2.051 -0.771
H 5.412 -0.322 -0.824
H 6.518 -1.596 -1.280
H 5.819 -0.627 -3.270
H 4.114 -3.161 -2.795
H 5.731 -3.067 -3.419
H 4.439 -2.523 -4.431
H 3.137 -1.016 -2.434
C -3.164 -4.782 -1.118
C -2.715 -4.598 0.310
C -2.769 -5.950 1.098
O -3.952 -6.676 0.916
C -5.045 -6.241 1.656
N -1.387 -4.040 0.324
H -3.200 -3.801 -1.592
H -4.116 -5.287 -1.277
H -2.437 -5.450 -1.587
H -3.394 -3.878 0.774
H -2.491 -5.756 2.141
H -1.956 -6.639 0.851
H -5.874 -6.801 1.219
H -5.223 -5.167 1.567
H -5.018 -6.523 2.711
H -0.767 -4.561 -0.284
H -1.028 -4.066 1.270
C 2.419 -5.663 1.785
C 2.926 -4.490 2.611
C 1.897 -4.027 3.681
O 0.623 -3.834 3.055
C -0.365 -3.206 3.836
N 4.153 -4.878 3.360
H 3.166 -5.938 1.038
H 1.500 -5.373 1.272
H 2.181 -6.580 2.325
H 3.154 -3.693 1.903
H 2.292 -3.118 4.137
H 1.710 -4.828 4.400
H -0.564 -3.621 4.827
H -1.316 -3.226 3.302
H -0.176 -2.140 3.988
H 3.823 -5.618 3.970
H 4.830 -5.363 2.783
C 2.560 1.976 -5.692
C 3.117 2.655 -4.448
C 2.272 2.495 -3.186
O 0.930 2.860 -3.488
C 0.582 4.157 -3.074
N 4.457 2.083 -4.183
H 3.214 2.186 -6.540
H 1.618 2.430 -6.008
H 2.409 0.905 -5.557
H 3.230 3.721 -4.657
H 2.662 3.065 -2.341
H 2.196 1.457 -2.857
H 0.480 4.193 -1.986
H -0.376 4.544 -3.427
H 1.307 4.915 -3.382
H 4.290 1.176 -3.761
H 4.867 1.865 -5.083
C 2.052 -0.158 0.838
C 0.611 -0.613 0.636
C -0.170 0.322 -0.285
O -0.358 1.579 0.300
C -0.873 2.525 -0.629
N 0.629 -1.936 0.018
H 2.161 0.793 1.354
H 2.440 -0.129 -0.183
H 2.625 -0.955 1.314
H 0.069 -0.656 1.586
H -1.144 -0.138 -0.474
H 0.407 0.481 -1.202
H -0.100 2.760 -1.368
H -1.133 3.515 -0.257
H -1.717 2.104 -1.181
H -0.299 -2.318 -0.152
H 0.895 -2.576 0.762
C 0.366 0.902 3.957
O 0.841 2.027 3.185
H 1.105 0.103 3.849
H 0.513 1.155 5.007
H -0.646 0.558 3.749
H 0.509 1.930 2.285